Below is the molecule C2H2F2S at a distorted geometry, with properties calculated with ωB97M-V/def2-TZVPD.

```
7
Properties=species:S:1:pos:R:3:forces:R:3:mulliken_charge:R:1
F -1.59329 0.33698 0.05014 -0.140 -0.162 0.032 -0.24
C -0.69920 -0.69268 0.04367 -0.367 1.528 -0.084 -0.12
C 0.57130 -0.32297 -0.00771 -0.839 0.167 0.040 0.29
F 1.50351 -1.27663 -0.02105 0.489 0.289 -0.024 -0.23
S 1.24530 1.34209 -0.04928 -0.180 0.275 -0.021 -0.24
H -1.20136 -1.63905 0.06218 0.426 -0.432 0.012 0.36
H 0.17374 2.25226 -0.07795 0.612 -1.665 0.045 0.18
```
Positions in Å, forces in eV/Å.

- F_max (eV/Å) = 1.8
- relative energy (zero: lowest compared OMol25 entry of this formula, charge and spin) (kJ/mol) = 73.7
- structure (SMILES) = F/C=C(/F)S
- frontier orbital gap (eV) = 9.7
- highest occupied orbital energy (eV) = -9.07

Below is the molecule C18H16N2O3, with properties calculated with ωB97M-V/def2-TZVPD.

```
39
Properties=species:S:1:pos:R:3:forces:R:3:mulliken_charge:R:1
C -0.36051 2.78934 2.22654 0.070 0.133 0.273 -1.00
O -0.65050 2.25823 0.95638 0.010 -0.114 -0.358 -0.40
C 0.37039 1.92772 0.13015 0.192 -0.063 -0.341 1.07
C 1.71994 2.09083 0.43409 -0.224 0.138 0.371 -1.02
C 2.69485 1.72988 -0.47554 -0.041 -0.158 -0.312 -0.80
C 2.34916 1.20381 -1.71688 -0.472 0.107 0.100 -0.18
C 3.33728 0.80015 -2.74462 0.337 0.015 0.040 1.01
C 4.79173 0.80170 -2.33598 0.002 -0.117 -0.307 -1.43
O 2.99467 0.48113 -3.86188 -0.006 -0.033 -0.008 -0.61
C 0.99422 1.03891 -2.01340 0.144 0.194 0.160 -0.52
C 0.00861 1.38676 -1.11681 -0.148 0.194 0.250 0.88
C -1.44839 1.17021 -1.42995 0.269 0.307 -0.325 -0.88
O -2.09807 0.36742 -0.44858 -0.286 -0.279 0.249 -0.29
C -1.64005 -0.87040 -0.29318 0.346 -0.584 -0.160 0.55
N -0.70439 -1.33541 -1.08627 -0.633 0.760 -0.001 -0.37
C -0.28793 -2.59195 -0.87562 0.101 -0.368 0.099 -0.36
N -0.69977 -3.41650 0.03606 0.316 -0.521 -0.075 -0.64
C -1.66920 -2.97196 0.87356 -0.295 0.634 -0.013 0.04
C -2.16317 -3.81601 1.88524 -0.124 0.041 0.106 -0.42
C -3.13855 -3.36568 2.73438 0.151 -0.184 -0.062 -0.32
C -3.65701 -2.06812 2.61479 -0.090 0.279 -0.059 -0.65
C -3.19822 -1.22374 1.63839 -0.080 0.018 0.087 -0.52
C -2.20099 -1.66376 0.75481 0.228 -0.259 -0.043 0.56
H -1.32652 2.96694 2.69648 0.096 0.004 0.007 0.26
H 0.21273 2.08421 2.83651 -0.012 0.028 -0.048 0.39
H 0.18452 3.73580 2.15185 -0.013 -0.052 0.004 0.38
H 2.01975 2.50025 1.38602 -0.002 0.041 0.079 0.41
H 3.72896 1.87194 -0.20362 0.115 -0.007 0.015 0.36
H 5.11338 1.81685 -2.11304 0.059 0.085 0.091 0.36
H 4.93649 0.18563 -1.45182 0.050 -0.001 0.124 0.38
H 5.39243 0.41134 -3.15343 -0.020 0.008 -0.011 0.35
H 0.73153 0.61303 -2.96959 -0.057 -0.080 -0.070 0.47
H -1.99597 2.11626 -1.40361 0.039 -0.175 -0.044 0.29
H -1.54628 0.69924 -2.41277 -0.009 0.115 0.111 0.42
H 0.48283 -2.93921 -1.55198 0.067 -0.063 -0.044 0.44
H -1.75314 -4.81032 1.96335 0.050 -0.101 0.002 0.48
H -3.51833 -4.01391 3.51087 -0.010 -0.065 0.047 0.39
H -4.42378 -1.73923 3.30063 -0.055 0.047 0.031 0.41
H -3.58273 -0.22138 1.52848 -0.067 0.077 0.034 0.50
```
Positions in Å, forces in eV/Å.

- F_max (eV/Å) = 1.0
- relative energy (zero: lowest compared OMol25 entry of this formula, charge and spin) (kJ/mol) = 166.5
- structure (SMILES) = COc1ccc(C(C)=O)cc1COc1ncnc2ccccc12
- frontier orbital gap (eV) = 9.1
- highest occupied orbital energy (eV) = -8.73

Below is a structure of composition C3H3F4OP at a distorted geometry, with properties calculated with ωB97M-V/def2-TZVPD.

```
12
Properties=species:S:1:pos:R:3:forces:R:3:mulliken_charge:R:1
C -1.79665 -0.83574 0.56888 0.311 1.263 0.749 -0.97
C -1.06617 -0.57281 -0.62725 2.428 3.029 -2.791 0.55
C 2.70582 1.48555 -0.23550 -1.238 0.603 -0.549 0.22
O 0.45991 0.99886 1.30488 -0.304 0.686 1.572 -0.50
F -0.59371 -1.53454 -1.41355 -0.317 -0.818 -0.062 -0.27
F -1.71380 0.34223 -1.46810 0.364 -0.899 0.801 -0.28
F 3.30464 1.26139 -1.37784 0.384 -0.092 -0.546 -0.15
F 3.45216 0.97542 0.69232 1.085 -0.294 0.907 -0.12
P 0.92057 0.51554 0.01760 -1.347 -1.904 -1.466 0.52
H -1.33129 -0.00296 1.17263 -1.663 -0.637 0.362 0.33
H -1.47954 -1.74271 0.97858 0.590 -1.467 0.778 0.33
H -2.86194 -0.89023 0.38735 -0.293 0.531 0.245 0.34
```
Positions in Å, forces in eV/Å.

- F_max (eV/Å) = 4.8
- relative energy (zero: lowest compared OMol25 entry of this formula, charge and spin) (kJ/mol) = 386.9
- frontier orbital gap (spin up / spin down) (eV) = 7.0 / 7.0
- highest occupied orbital energy (spin up / spin down) (eV) = -8.18 / -8.18

Below is a cluster of 8 separate species, C7H28ClO7 in total at a distorted geometry, with properties calculated with ωB97M-V/def2-TZVPD.

```
43
Properties=species:S:1:pos:R:3:forces:R:3:mulliken_charge:R:1
Cl -0.46651 0.69688 -0.14683 0.363 0.192 -0.261 -0.69
C 3.92366 1.04285 -0.73296 0.447 -0.494 0.054 -0.45
O 4.18173 0.94743 0.65981 -0.139 -0.387 -0.511 -0.58
H 4.25767 0.13377 -1.29464 -0.361 0.562 0.353 0.21
H 2.89193 1.27922 -0.94017 -0.695 -0.332 -0.089 0.06
H 4.45045 1.88646 -1.11398 0.758 0.618 -0.296 0.37
H 3.63120 0.18158 0.90699 0.111 0.160 0.423 0.46
C -1.90331 -2.83572 -1.01088 -0.384 -0.128 0.536 -0.57
O -1.38240 -1.88175 -1.91956 -0.580 -1.713 -0.195 -0.40
H -2.05912 -3.74209 -1.57829 0.521 -0.595 0.127 0.34
H -1.33079 -2.96336 -0.04260 -0.089 -0.097 -1.343 0.10
H -2.91509 -2.60904 -0.66685 -0.220 0.555 -0.026 0.24
H -1.08597 -1.19207 -1.36462 0.731 1.991 0.846 0.15
C 1.35419 1.56460 3.14547 0.943 -0.374 1.530 -0.09
O 1.34404 2.76882 2.38915 -0.019 -0.197 1.101 -0.53
H 1.13550 1.75487 4.25523 0.038 0.110 -1.677 0.26
H 0.62543 0.83999 2.77423 -0.088 0.131 0.139 -0.09
H 2.37424 1.07897 3.15353 -0.831 0.459 -0.221 0.19
H 1.31875 2.48832 1.48273 -0.100 -0.035 -0.823 0.32
C 1.70584 -1.84668 0.19303 -1.209 1.204 -0.161 -0.27
O 2.20772 -0.85912 1.11496 -0.894 -0.279 -0.171 -0.57
H 0.83603 -2.41408 0.60877 0.951 0.114 -0.003 0.07
H 1.27119 -1.31048 -0.68177 0.557 -0.533 0.303 0.04
H 2.54758 -2.44716 -0.08598 0.194 -0.601 -0.159 0.42
H 1.52076 -0.16277 1.10807 0.244 -0.195 0.079 0.13
C -1.84653 -1.16339 2.34893 -0.180 -0.307 0.919 -0.19
O -1.79875 0.24100 2.43689 -0.674 0.336 -1.032 -0.48
H -0.82385 -1.44850 2.34504 1.137 -1.082 -0.120 0.12
H -2.30004 -1.64537 3.25744 0.177 0.805 -0.656 0.31
H -2.32490 -1.61720 1.46987 -0.178 0.545 0.020 -0.03
H -1.41362 0.54753 1.54825 -0.583 -0.348 1.397 0.09
C 0.40985 0.82027 -3.39770 0.915 0.387 1.211 -0.05
O 0.34442 2.18863 -2.95230 0.037 -0.222 0.479 -0.55
H 0.38254 0.73988 -4.49593 0.112 0.322 0.468 0.30
H 1.36369 0.37226 -2.96566 -1.078 0.124 -0.789 0.02
H -0.44928 0.33157 -2.95748 -0.063 -0.621 -0.238 0.01
H 0.19058 2.13149 -1.97096 0.108 -0.025 -1.235 0.28
C -3.96744 0.78900 -0.82914 0.367 -0.689 0.059 -0.37
O -3.37798 2.06005 -0.91005 0.987 0.164 0.129 -0.54
H -3.84122 0.35298 0.17704 -0.089 0.036 -0.231 0.12
H -5.02736 0.87871 -1.04214 -0.200 0.141 0.011 0.35
H -3.53806 0.08570 -1.56883 -0.097 0.182 0.253 0.13
H -2.41677 1.93595 -0.70608 -0.944 0.115 -0.198 0.34
```
Positions in Å, forces in eV/Å.

- F_max (eV/Å) = 2.3
- relative energy (zero: lowest compared OMol25 entry of this formula, charge and spin) (kJ/mol) = 49.4
- net charge = -1
- frontier orbital gap (eV) = 10.0
- highest occupied orbital energy (eV) = -6.84

| no. | M (g/mol) |
| --- | --- |
| 1 | 96.101 |
| 2 | 308.337 |
| 3 | 162.022 |
| 4 | 259.747 |